Arrangement P

Here is a gas-phase ion, C4H5N2 (charge +1) from the OMol25 dataset. Energies are from the ωB97M-V functional and the def2-TZVPD basis.

Structure (XYZ):
```
11
C4H5N2 (the ωB97M-V functional and the def2-TZVPD basis)
C 2.05118 -0.02541 0.04165
C 1.44356 1.19299 0.05522
C 0.07673 0.97824 0.07086
C -1.53942 -0.83101 0.06632
N 2.18242 -1.15189 0.02685
N -0.28173 -0.30088 -0.00089
H 2.13285 1.98882 -0.14896
H -0.58739 1.73341 -0.04160
H -1.53422 -1.92572 0.26515
H -2.39216 -0.48469 0.59861
H -1.55182 -1.17387 -0.93321
```

Properties
E_LUMO (spin up / spin down): -8.51 / -8.48 eV
HOMO-LUMO gap (spin up / spin down): 7.2 / 7.4 eV
Charge: +1

***

Arrangement Q

Here is a gas-phase ion, C4H5N2 (charge +1) from the OMol25 dataset. Energies are from the ωB97M-V functional and the def2-TZVPD basis.

Structure (XYZ):
```
11
C4H5N2 (the ωB97M-V functional and the def2-TZVPD basis)
C -0.33316 -0.66216 -1.42496
C 0.09177 0.28806 1.01027
C 0.81040 -0.16332 -1.06604
C -1.71372 -0.92984 -1.38492
N -1.15224 -1.41738 -2.40894
N 0.88098 0.53013 0.06294
H -0.71182 -0.44808 0.84595
H 0.13943 0.76910 1.88638
H 1.79636 -0.20004 -1.53203
H -2.58672 -0.92522 -0.80662
H 1.83183 0.97997 0.21222
```

Properties
E_LUMO: -5.56 eV
HOMO-LUMO gap: 8.8 eV
SMILES: C=[NH+]/C=C1C=N\1
Charge: +1

***

The structure with the least stability is arrangement P.

***

Arrangement P

Here is a single C6H8N2S molecule from the OMol25 dataset. Energies are from the ωB97M-V functional and the def2-TZVPD basis.

Structure (XYZ):
```
17
C6H8N2S (the ωB97M-V functional and the def2-TZVPD basis)
C -3.19706 -0.28931 0.13063
C -2.02294 -0.91774 0.62733
C -1.49465 0.77056 -0.63896
C 1.59639 0.05860 -0.48490
C 0.41140 -0.46921 0.45130
C 2.81895 0.70886 0.06125
N -2.82822 0.75130 -0.65894
N -0.96047 -0.20952 0.15777
S 1.24911 -1.75212 -0.46706
H -4.28239 -0.54534 0.12926
H -1.67335 -1.74180 1.20766
H -0.82170 1.38556 -1.19742
H 1.38330 0.30784 -1.55748
H 0.61731 -0.57118 1.48460
H 3.54273 0.61424 -0.67126
H 3.08189 0.19439 0.98739
H 2.57972 1.70488 0.43884
```

Properties
E_LUMO: 0.74 eV
HOMO-LUMO gap: 9.4 eV
SMILES: C[C@H]1S[C@@H]1n1ccnc1

***

Arrangement Q

Here is a single C6H8N2S molecule from the OMol25 dataset. Energies are from the ωB97M-V functional and the def2-TZVPD basis.

Structure (XYZ):
```
17
C6H8N2S (the ωB97M-V functional and the def2-TZVPD basis)
C 1.28838 1.37599 -1.14574
C 0.74263 -0.90544 -1.39239
C -0.35057 -1.68361 -1.63317
C -1.04569 0.59279 -0.65964
C 0.51118 0.34713 -0.59087
C 0.99757 -0.01543 0.80645
N 2.02086 2.16845 -1.53468
N -1.49574 1.37790 0.35099
S -1.83991 -1.04387 -1.04148
H 1.72829 -0.85942 -1.76851
H -0.21748 -2.64984 -1.96104
H -1.22235 1.12274 -1.65163
H 0.45499 -0.95923 1.03884
H 0.85535 0.80064 1.60216
H 2.06695 -0.26657 0.81283
H -2.09186 2.20805 0.10345
H -1.79063 0.89512 1.28500
```

Properties
E_LUMO: 0.54 eV
HOMO-LUMO gap: 8.9 eV
SMILES: C[C@@]1(C#N)C=CS[C@H]1N

***

The structure with the least stability is arrangement Q.

***

Arrangement P

Here is 2 unconnected molecules or ions with the total composition H4OS2 from the OMol25 dataset. Energies are from the ωB97M-V functional and the def2-TZVPD basis.

Structure (XYZ):
```
7
H4OS2 (the ωB97M-V functional and the def2-TZVPD basis)
S 0.42796 1.14817 0.09975
S 2.22844 1.88366 0.69514
H -0.04894 2.07568 0.99617
H 2.52048 0.65577 0.76056
H -2.17749 -2.04148 -1.52714
H -1.17104 -1.47801 -0.43662
O -1.77941 -2.24378 -0.58785
```

Properties
E_LUMO: 0.13 eV
HOMO-LUMO gap: 9.1 eV
SMILES: SS.O

***

Arrangement Q

Here is 2 unconnected molecules or ions with the total composition H4OS2 from the OMol25 dataset. Energies are from the ωB97M-V functional and the def2-TZVPD basis.

Structure (XYZ):
```
7
H4OS2 (the ωB97M-V functional and the def2-TZVPD basis)
S -5.68293 0.17436 -0.43511
S -4.10045 -0.92953 0.50238
H -6.03097 -1.09576 -0.60800
H -4.53802 -1.10015 1.76954
H 6.19609 0.53322 -0.59613
H 7.38448 1.41556 -0.65915
O 6.77179 1.00229 0.02647
```

Properties
E_LUMO: -0.05 eV
HOMO-LUMO gap: 9.6 eV
SMILES: SS.O

***

The structure with the least stability is arrangement P.

***

Arrangement P

Here is a single C18H21N3O molecule from the OMol25 dataset. Energies are from the ωB97M-V functional and the def2-TZVPD basis.

Structure (XYZ):
```
43
C18H21N3O (the ωB97M-V functional and the def2-TZVPD basis)
O 0.03231 2.18162 -0.88967
C 0.18366 1.06855 -0.41499
C -3.34956 1.41828 3.12062
C 1.93684 -3.05282 0.75133
C -3.40918 2.06045 1.84086
C -2.59002 0.25755 3.23528
C 0.63867 -3.41829 0.55601
C 2.30407 -1.73269 0.52818
C -2.59734 1.59763 0.81277
C -1.87476 -0.18505 2.17267
C -0.36190 -2.54426 0.21897
C 1.29054 -0.85647 0.19976
C -1.85920 0.46807 0.89872
C -0.09730 -1.21540 0.05014
N 1.48067 0.51041 -0.13312
N 2.72379 1.20645 -0.10713
N -1.84940 -0.14116 -4.06679
C 3.74275 0.80479 -1.21426
C 3.43165 1.69434 1.07090
C -0.91551 0.07797 -0.24544
C -1.02186 -0.47452 -2.86158
C -1.81805 -0.02128 -1.52074
H -3.96881 1.82346 3.83860
H 2.81121 -3.74174 0.99720
H -4.13791 2.98139 1.74957
H -2.59719 -0.26316 4.28172
H 0.22823 -4.48196 0.50508
H 3.31441 -1.33454 0.61469
H -2.62069 2.30499 -0.07562
H -1.20324 -0.93705 2.37356
H -1.38416 -2.91465 -0.10290
H -2.20280 0.83858 -4.02732
H -1.46483 -0.42452 -5.05703
H 4.47239 -0.05372 -0.95787
H 4.35332 1.72130 -1.25840
H 3.22100 0.56352 -2.19029
H 4.16122 2.30733 0.77367
H 2.82315 2.25683 1.76943
H 3.90073 0.88825 1.60496
H -0.13201 0.08737 -2.96200
H -0.71845 -1.47808 -2.78131
H -2.52706 -0.76752 -1.45745
H -2.34939 0.91977 -1.64078
```

Properties
E_LUMO: 0.77 eV
HOMO-LUMO gap: 9.0 eV
SMILES: CN(C)N1C(=O)[C@](CCN)(c2ccccc2)c2ccccc21

***

Arrangement Q

Here is a single C18H21N3O molecule from the OMol25 dataset. Energies are from the ωB97M-V functional and the def2-TZVPD basis.

Structure (XYZ):
```
43
C18H21N3O (the ωB97M-V functional and the def2-TZVPD basis)
C 4.49532 -2.31541 -3.54172
O 3.68730 -1.16347 -3.43132
C 2.79953 -0.95713 -2.40492
C 2.06629 0.26237 -2.43583
C 1.17628 0.52323 -1.43616
C 1.07321 -0.36432 -0.39009
C 0.44417 0.36187 0.83822
C 0.83544 -0.38231 2.12790
C 0.14395 -0.23969 3.39746
N -0.12292 -0.14693 4.56421
C 2.22478 -0.64806 2.31590
N 3.40948 -0.68827 2.35272
C 1.60915 -1.63213 -0.40775
C 2.56130 -1.93689 -1.36213
H 4.99951 -2.16052 -4.49713
H 5.23128 -2.35095 -2.72855
H 3.90476 -3.24217 -3.56479
H 2.31342 0.99007 -3.21386
H 0.70143 1.49940 -1.43455
H 0.65216 1.43671 0.75259
H 1.38992 -2.36759 0.39996
H 3.18412 -2.82916 -1.29264
C -3.00520 -0.54930 0.84815
C -1.49266 -0.55578 0.90901
N -0.99483 0.75606 0.74797
C -1.49312 1.71676 1.86118
C -3.03744 1.72727 1.87145
C -3.56121 0.88281 0.71961
C -2.99633 1.51778 -0.53801
C -1.44693 1.39483 -0.56279
H -3.29974 -1.18733 0.00167
H -3.36186 -1.03818 1.76451
H -1.08935 -0.94707 1.86050
H -1.01708 -1.17347 0.12131
H -1.08567 1.33312 2.78709
H -1.03583 2.71479 1.69457
H -3.33722 1.34274 2.85053
H -3.33164 2.78338 1.84840
H -4.63538 0.88230 0.70351
H -3.35323 1.04153 -1.45740
H -3.22231 2.58708 -0.62856
H -0.94122 2.38310 -0.66260
H -1.04164 0.73891 -1.34762
```

Properties
E_LUMO: 0.17 eV
HOMO-LUMO gap: 7.2 eV

***

The structure with the least stability is arrangement Q.

***

Arrangement P

Here is 2 unconnected molecules or ions with the total composition C2H4NO from the OMol25 dataset. Energies are from the ωB97M-V functional and the def2-TZVPD basis.

Structure (XYZ):
```
8
C2H4NO (the ωB97M-V functional and the def2-TZVPD basis)
C -1.45343 -0.56884 0.01738
C 0.39402 1.04166 -0.01492
N -0.59272 0.34677 -0.06573
O 1.78494 -0.49013 -0.20137
H -1.79394 -0.87576 -0.97126
H -1.70831 -0.81589 1.07201
H 0.88400 1.98633 -0.29229
H 2.48542 -0.62413 0.45618
```

Properties
E_LUMO (spin up / spin down): -7.38 / -7.20 eV
HOMO-LUMO gap (spin up / spin down): 9.3 / 8.6 eV
Charge: +1

***

Arrangement Q

Here is a gas-phase ion, C2H4NO (charge +1) from the OMol25 dataset. Energies are from the ωB97M-V functional and the def2-TZVPD basis.

Structure (XYZ):
```
8
C2H4NO (the ωB97M-V functional and the def2-TZVPD basis)
C 0.37079 1.04191 -0.09733
C -0.06238 -0.35969 -0.19078
N 1.15644 1.74623 -0.69679
O 1.85706 2.48745 -1.20319
H -0.06781 1.77843 0.89539
H -1.00681 -0.42310 -0.73532
H 0.68559 -0.94618 -0.72350
H -0.21791 -0.77872 0.80143
```

Properties
E_LUMO: -7.83 eV
HOMO-LUMO gap: 9.4 eV
SMILES: CC=[N+]=O
Charge: +1

***

Arrangement R

Here is 2 unconnected molecules or ions with the total composition C2H4NO from the OMol25 dataset. Energies are from the ωB97M-V functional and the def2-TZVPD basis.

Structure (XYZ):
```
8
C2H4NO (the ωB97M-V functional and the def2-TZVPD basis)
C 0.41088 0.49172 -0.60489
C -0.68887 -0.24989 -0.14061
N 1.55939 0.50239 -0.84119
O 2.65678 0.94164 -1.02552
H -0.94339 -0.39298 1.98174
H -0.84131 -0.00644 1.16371
H -0.49059 -1.29618 -0.03446
H -1.66288 0.00973 -0.49879
```

Properties
E_LUMO (spin up / spin down): -8.51 / -8.74 eV
HOMO-LUMO gap (spin up / spin down): 8.0 / 7.5 eV
Charge: +1

***

The structure with the least stability is arrangement R.

***

Arrangement P

Here is a molecular structure, C6H11NO2 from the OMol25 dataset. Energies are from the ωB97M-V functional and the def2-TZVPD basis.

Structure (XYZ):
```
20
C6H11NO2 (the ωB97M-V functional and the def2-TZVPD basis)
C -1.32820 0.71729 1.50196
N -1.05180 2.00350 1.10466
C 0.13321 -0.26526 1.42390
C 0.77311 -0.81383 2.29756
H -0.60958 2.56715 1.82133
H -0.48279 2.00753 0.22273
H -1.88583 0.15670 0.75330
H -1.68791 0.62045 2.52258
H 1.31591 -1.33665 3.04366
C -0.93850 -0.45906 -2.28178
C 1.83545 -0.93198 -0.57591
C 0.57199 -0.08962 -0.44592
O -0.54000 -0.81461 -0.96431
O 0.64760 1.14101 -0.69978
H -1.91318 -0.91597 -2.44831
H -1.02551 0.62350 -2.39527
H -0.22094 -0.84292 -3.01675
H 1.65478 -1.94654 -0.22843
H 2.11326 -0.94676 -1.63090
H 2.63893 -0.47395 -0.00431
```

Properties
E_LUMO: -0.37 eV
HOMO-LUMO gap: 9.1 eV

***

Arrangement Q

Here is 2 unconnected molecules or ions with the total composition C6H11NO2 from the OMol25 dataset. Energies are from the ωB97M-V functional and the def2-TZVPD basis.

Structure (XYZ):
```
20
C6H11NO2 (the ωB97M-V functional and the def2-TZVPD basis)
C 0.44774 1.18455 1.65619
C 1.02362 0.45726 -0.93143
C 0.77690 -0.01512 0.81470
C 1.63247 -0.97928 1.19397
O 0.54553 1.70184 -1.20617
O 1.76948 -0.11888 -1.68436
H 0.90182 1.92697 -2.08952
H 1.35606 1.75247 1.87427
H -0.23029 1.86041 1.13355
H -0.00758 0.88684 2.60535
H 2.09477 -0.96084 2.17368
H 1.85729 -1.81842 0.54393
C -2.16595 -0.00477 -0.91791
C -1.14850 -1.04105 -0.58497
N -0.80545 -2.04577 -1.25467
H -0.15357 -2.70050 -0.82703
H -0.62387 -0.81414 0.49979
H -1.94241 0.92854 -0.40429
H -2.17945 0.16098 -1.99656
H -3.14860 -0.36109 -0.59852
```

Properties
E_LUMO: 0.45 eV
HOMO-LUMO gap: 8.9 eV
SMILES: C=C(C)C(=O)O.[H]/N=C/C

***

The structure with the least stability is arrangement P.